{"formula": "C12H24F7HfO12P", "method": "the ωB97M-V functional and the def2-TZVPD basis", "gap_ev": 1.2473, "energy_ev": -66987.4644, "charge": 2, "species": ["Hf", "P", "F", "F", "F", "F", "F", "F", "F", "C", "O", "C", "O", "O", "C", "H", "H", "H", "H", "H", "H", "C", "O", "C", "O", "O", "C", "H", "H", "H", "H", "H", "H", "C", "O", "C", "O", "O", "C", "H", "H", "H", "H", "H", "H", "C", "O", "C", "O", "O", "C", "H", "H", "H", "H", "H", "H"], "xyz": [[-0.319, -3.935, -1.660], [-6.170, -6.344, -0.639], [-5.590, -7.770, -1.162], [-4.602, -5.874, -0.577], [-6.091, -5.769, -2.133], [-6.720, -4.873, -0.221], [-7.724, -6.893, -0.866], [-6.250, -6.743, 0.977], [-1.525, -1.895, 1.194], [4.940, -2.949, 4.720], [4.181, -2.917, 3.470], [4.417, -2.058, 2.424], [3.785, -2.182, 1.317], [5.428, -1.250, 2.679], [5.893, -0.254, 1.759], [4.988, -3.930, 5.194], [4.324, -2.275, 5.315], [5.944, -2.543, 4.592], [5.684, 0.778, 2.041], [5.523, -0.367, 0.740], [6.975, -0.356, 1.683], [4.554, 4.438, 5.277], [3.188, 4.719, 4.888], [2.280, 3.672, 4.858], [2.488, 2.513, 5.203], [1.205, 4.162, 4.257], [0.141, 3.248, 4.019], [5.065, 4.214, 4.340], [4.592, 3.572, 5.938], [5.143, 5.256, 5.692], [-0.815, 3.770, 4.035], [0.087, 2.370, 4.663], [0.187, 2.887, 2.991], [-5.469, 0.421, -1.601], [-5.935, 0.098, -2.940], [-5.213, -0.779, -3.706], [-4.236, -1.411, -3.355], [-5.874, -0.837, -4.894], [-5.440, -1.656, -5.886], [-4.466, 0.801, -1.407], [-5.420, -0.569, -1.146], [-6.232, 0.949, -1.029], [-5.144, -1.049, -6.742], [-6.225, -2.277, -6.317], [-4.568, -2.260, -5.633], [0.791, 2.370, -5.308], [1.507, 2.694, -4.154], [1.413, 2.043, -3.071], [0.943, 0.907, -2.881], [1.842, 2.688, -1.979], [2.553, 3.924, -2.037], [1.217, 1.492, -5.794], [0.814, 3.241, -5.963], [-0.243, 2.083, -5.115], [3.400, 3.956, -2.723], [2.982, 4.080, -1.047], [1.795, 4.668, -2.283]], "atomic_forces_ev_per_a": [[-0.82, 1.05, 1.57], [-0.95, -0.77, 0.60], [-0.76, 0.37, 0.81], [-0.02, 0.27, 1.34], [-0.73, -0.11, -1.04], [0.25, -0.37, 0.16], [1.83, 0.67, 0.27], [0.63, 0.11, -2.24], [0.63, -0.99, -1.50], [-0.19, 1.33, -0.44], [-0.07, 0.19, -1.83], [-0.73, -1.69, -1.62], [1.91, 0.58, 3.98], [-0.63, 0.33, 0.11], [0.63, 0.27, -1.31], [-0.43, -0.12, -0.71], [0.38, 0.02, 0.61], [-0.15, 0.00, -0.05], [-0.35, -0.34, 0.67], [-0.37, -0.45, 0.22], [-0.07, -0.15, 0.32], [-0.08, -1.00, -0.50], [-0.46, -0.66, 0.75], [1.84, -0.58, -0.23], [-0.38, 2.22, -0.36], [-0.13, -0.35, 0.59], [-1.07, -0.50, -0.64], [0.16, -0.36, -0.15], [-0.02, 0.09, -0.10], [-1.05, 0.49, 0.17], [0.28, 0.37, 0.43], [0.43, 0.36, 0.24], [0.47, -0.09, -0.20], [-0.59, -1.87, 0.31], [1.12, 0.49, -0.24], [0.00, -0.25, 0.79], [-1.28, 1.01, -0.72], [-0.31, 1.08, 2.49], [1.43, -1.24, -1.86], [0.11, 0.39, -1.03], [0.08, -0.33, 0.50], [-0.05, 0.27, -0.80], [0.09, 0.42, -0.20], [-0.40, -0.07, 0.50], [-0.19, -0.01, 0.33], [-0.82, -1.05, -1.47], [0.68, 1.85, -0.62], [-0.79, -2.32, 3.16], [0.48, 1.46, -0.98], [0.40, -0.91, -0.27], [-0.11, 0.49, 0.05], [0.32, 0.20, -0.11], [0.14, -0.18, 0.15], [-0.03, 0.31, 0.43], [-0.31, -0.29, -0.37], [-0.40, -0.02, 0.01], [0.43, 0.40, 0.00]]}